Here is C31H38B3F9HgN2O29PS as an isolated structure at a distorted geometry from the Open Molecules 2025 dataset. Energies are from ωB97M-V/def2-TZVPD.

Structure (ORCA input):
```
! RIJCOSX wB97M-V def2-TZVPD def2/J DEFGRID3
* xyz -3 1
Hg -6.428 4.406 -0.326
O -7.278 -1.117 -7.044
C -7.751 -0.439 -6.172
O -7.493 0.833 -5.925
B -8.216 1.309 -4.737
O -9.022 0.150 -4.332
C -8.747 -0.911 -5.071
O -9.114 -2.038 -4.900
O -8.996 2.526 -5.070
C -8.708 3.493 -4.213
O -9.143 4.602 -4.196
C -7.718 2.937 -3.179
O -7.370 1.733 -3.585
O -7.286 3.554 -2.225
O -11.759 -0.492 0.410
C -10.636 -0.326 0.771
O -10.215 0.627 1.618
B -8.729 0.634 1.635
O -8.273 -0.509 0.861
C -9.371 -1.038 0.308
O -9.451 -2.016 -0.390
O -8.215 0.575 3.073
C -7.503 1.610 3.344
O -6.867 1.841 4.353
C -7.563 2.590 2.159
O -8.250 1.970 1.218
O -7.137 3.718 2.079
O -4.411 -3.320 -3.716
C -4.671 -2.703 -2.721
O -3.945 -1.699 -2.219
B -4.791 -1.130 -1.104
O -5.912 -2.090 -0.889
C -5.779 -3.099 -1.684
O -6.520 -4.022 -1.874
O -5.253 0.213 -1.419
C -5.163 1.007 -0.366
O -5.518 2.158 -0.247
C -4.333 0.218 0.723
O -3.989 -0.878 0.109
O -4.062 0.609 1.824
P -7.005 7.554 -2.663
F -8.321 7.003 -3.436
F -6.992 6.280 -1.691
F -6.052 6.542 -3.588
F -5.687 8.166 -1.952
F -6.977 8.750 -3.747
F -7.973 8.460 -1.709
C -10.928 4.447 0.904
F -10.287 4.274 2.037
F -11.085 3.252 0.308
F -12.144 4.967 1.175
S -9.882 5.552 -0.149
O -10.076 6.856 0.485
O -8.463 5.066 -0.061
O -10.372 5.381 -1.488
C -1.825 6.423 -1.935
C -2.252 5.851 -3.325
C -0.934 5.390 -4.049
C -1.323 4.643 -5.340
C -2.157 3.404 -4.947
C -3.441 3.660 -4.088
N -3.143 4.714 -3.097
O -4.218 4.974 -2.236
C -4.633 4.098 -5.005
C -3.859 2.297 -3.534
C -2.889 7.028 -4.088
H -2.585 7.068 -1.483
H -0.970 7.101 -1.983
H -1.643 5.635 -1.204
H -0.070 6.053 -4.124
H -0.489 4.607 -3.425
H -0.425 4.217 -5.797
H -1.822 5.243 -6.099
H -1.650 2.615 -4.391
H -2.476 3.054 -5.931
H -5.505 4.468 -4.471
H -4.250 4.848 -5.703
H -4.986 3.296 -5.658
H -3.969 1.546 -4.316
H -3.258 1.922 -2.705
H -4.874 2.418 -3.149
H -2.123 7.781 -4.288
H -3.571 7.578 -3.434
H -3.450 6.745 -4.976
H -4.476 5.857 -2.548
C -2.179 5.539 1.961
C -3.614 5.068 2.357
C -3.725 5.157 3.910
C -4.050 6.579 4.445
C -5.272 7.102 3.741
C -5.095 7.165 2.206
N -4.693 5.830 1.692
O -4.589 5.754 0.302
C -6.501 7.419 1.692
C -4.117 8.276 1.736
C -3.703 3.584 2.046
H -1.926 5.098 0.993
H -1.526 5.125 2.727
H -1.965 6.590 1.760
H -4.631 4.608 4.174
H -2.783 4.910 4.396
H -3.138 7.143 4.209
H -4.028 6.577 5.537
H -5.465 8.128 4.065
H -6.109 6.446 3.982
H -6.921 8.353 2.063
H -6.537 7.332 0.601
H -7.263 6.640 1.801
H -3.367 8.474 2.505
H -3.645 8.101 0.771
H -4.685 9.208 1.744
H -4.698 3.160 2.179
H -3.002 3.063 2.699
H -3.448 3.368 1.007
H -3.792 6.302 0.214
*
```

For the lowest unoccupied orbital energy, the calculation gives 4.879 eV. The HOMO-LUMO gap comes out at 0.278 Ha. Its calculated total energy is -5362.74917 Eh.